# 1
{
  "formula": "C4H9N",
  "method": "ωB97M-V with the def2-TZVPD basis set",
  "elements": ["C", "C", "H", "H", "H", "H", "H", "H", "C", "C", "H", "N", "H", "H"],
  "positions_angstrom": [[0.989509, 0.095017, -0.081006], [2.310639, 0.750280, -0.255920], [3.148896, 0.131751, 0.074766], [-3.617337, 0.529681, 0.236003], [-2.393176, 0.235072, 1.558189], [-2.172611, -0.616895, -1.364569], [1.515333, -1.659215, 0.679932], [-0.129541, 0.427128, -0.405824], [-1.817982, -0.462345, -0.346807], [-2.663139, 0.094086, 0.516254], [2.319549, 1.689844, 0.299864], [0.763153, -1.097297, 0.286350], [2.450121, 1.015797, -1.305557], [-0.703414, -1.132904, 0.108326]],
  "forces_ev_per_angstrom": [[-2.2, -1.2, -0.9], [-0.1, 0.5, 0.2], [-0.2, 0.0, 0.0], [-0.1, -0.1, -0.1], [0.0, -0.1, 0.1], [0.2, 0.2, -0.1], [0.3, 0.2, -0.3], [2.7, 0.7, 0.3], [1.1, -2.1, 1.2], [0.2, 0.4, 0.0], [0.1, 0.0, 0.0], [1.1, -0.1, 0.9], [0.0, 0.0, 0.0], [-3.0, 1.6, -1.3]],
  "lowdin_charge": [-0.2555, -0.0694, 0.0762, 0.0305, 0.0316, 0.0314, 0.0862, 0.1077, -0.1846, -0.1249, 0.0773, 0.0249, 0.0810, 0.0877],
  "spin_multiplicity": 1,
  "de_lowest_kcal_mol": 72.16,
  "total_charge": 0
}


# 2
{
  "formula": "C40H23BrF15GeN5PtS",
  "method": "ωB97M-V with the def2-TZVPD basis set",
  "elements": ["C", "F", "C", "H", "F", "C", "F", "C", "C", "H", "H", "C", "C", "H", "F", "C", "C", "F", "C", "C", "C", "C", "F", "N", "C", "F", "H", "C", "C", "C", "C", "H", "H", "Ge", "H", "C", "S", "H", "H", "H", "C", "C", "H", "H", "F", "C", "Br", "Pt", "H", "C", "C", "N", "C", "C", "H", "F", "H", "N", "C", "F", "F", "C", "F", "C", "H", "C", "N", "C", "C", "C", "H", "H", "H", "C", "C", "C", "C", "F", "H", "C", "C", "N", "C", "F", "H", "F", "H"],
  "positions_angstrom": [[5.184285, 4.936315, -0.539708], [-3.692243, -4.241450, 0.189298], [-3.595542, -0.958444, 2.346441], [3.444095, 0.794723, 2.477660], [-4.142563, -6.278654, -1.461885], [-2.683152, 2.474815, 1.445868], [-2.742758, -2.876008, 5.272165], [-4.021551, -3.557684, -3.823635], [0.801736, 4.113910, -0.185146], [2.248984, -2.979915, -1.585578], [-3.525676, 2.014162, 1.936505], [-6.913965, 0.347340, -0.443516], [3.734302, 4.770952, -0.433767], [1.389559, -3.949905, 1.963554], [-1.235548, -4.103009, 3.390903], [-3.742485, -3.969615, -1.127420], [-4.511968, 1.369419, -1.309556], [-5.843624, -1.612114, 0.183330], [3.175738, 3.576859, -0.357776], [2.436541, -3.704146, 1.798627], [-4.003749, -5.043732, -1.958293], [2.069841, -3.572189, -0.686936], [-8.078769, -0.142648, -0.011213], [6.157002, 1.745349, 0.693266], [-5.658899, 2.137298, -1.404050], [-4.185490, -3.351146, -5.134960], [4.501368, -2.000886, 1.208217], [-2.773911, -2.447753, 4.009006], [-3.569885, -2.681847, -1.595846], [1.878920, -1.551989, 0.723598], [-4.131733, -4.836614, -3.314642], [7.531980, 1.829764, -2.299854], [2.812959, -3.185743, 2.682981], [-2.896659, -1.070130, -0.609835], [-3.683108, 4.313915, 1.001655], [-1.634317, 4.306965, 0.340401], [-1.076538, -0.388261, -1.390659], [5.586956, 5.936881, -0.618345], [6.492596, 1.273215, -3.521891], [-1.400271, 0.724625, 1.619067], [1.317729, -0.486334, 0.859407], [-2.047772, -2.607848, 1.742995], [3.638109, 0.302898, -0.140895], [2.574757, -4.536842, -0.791216], [-4.379058, -5.865005, -4.130089], [-2.859711, -1.555959, 1.338867], [7.874695, 4.153395, -0.546051], [1.408288, 1.464675, 0.492886], [4.652352, -3.434212, 0.179000], [-3.744794, -2.512290, -2.964451], [4.060648, 1.124330, 1.660783], [6.635614, 1.438080, -2.538798], [5.552512, 2.455716, -0.414612], [5.352878, 1.391881, 1.772354], [0.868546, 5.125335, -0.579821], [-4.388852, 0.105056, 2.092653], [5.849937, 1.303868, 2.728018], [3.438122, 1.181378, 0.341479], [4.227665, 1.830925, -1.930852], [-1.281054, -3.245241, 0.858663], [-3.384884, 1.941057, -1.749385], [-0.481847, 3.562082, 0.282550], [-3.664444, -1.292145, -3.515185], [2.596862, -2.835301, 0.553281], [3.127148, 5.664913, -0.352614], [3.981957, 2.303273, -0.524515], [1.798863, 3.338815, -0.095149], [-4.517464, 0.090167, -0.779287], [4.084152, -2.513869, 0.336515], [-5.748195, -0.389102, -0.361325], [2.995086, -4.635725, 1.675710], [3.531862, 1.576108, -2.717949], [1.002110, -3.742382, -0.613207], [5.567162, 1.826895, -1.799751], [-1.502145, 1.751378, 1.298164], [-6.863014, 1.623126, -0.970571], [-3.567654, -1.378103, 3.661943], [-7.972781, 2.359770, -1.052988], [-1.639305, 5.309941, -0.066242], [5.999998, 3.894703, -0.484878], [-2.760800, 3.752051, 0.937010], [-0.432084, 2.282687, 0.725657], [-2.004829, -3.067702, 3.045550], [-4.293813, -0.757309, 4.599301], [7.092924, 2.041237, 0.921205], [-5.612930, 3.379971, -1.904953], [4.214986, -1.882977, -0.547267]],
  "forces_ev_per_angstrom": [[-0.4, 0.2, 0.0], [0.0, 0.0, -0.1], [0.1, 0.0, -0.1], [0.0, 0.0, 0.0], [0.0, 0.1, 0.0], [0.0, -0.1, 0.1], [0.0, 0.0, -0.1], [0.0, 0.0, -0.1], [-0.8, 0.4, -0.2], [0.0, 0.0, 0.0], [0.0, 0.0, 0.0], [-0.1, -0.1, 0.0], [0.5, 0.8, 0.1], [-0.1, 0.0, 0.0], [0.0, 0.0, -0.1], [-0.1, 0.0, 0.2], [0.1, -0.1, 0.0], [0.1, 0.0, 0.0], [-0.5, -0.9, 0.0], [0.0, -0.1, 0.1], [0.0, -0.2, 0.1], [0.1, 0.0, 0.0], [0.0, 0.0, 0.0], [-0.1, -0.1, 0.0], [0.0, 0.1, 0.0], [0.0, 0.0, 0.1], [0.0, 0.0, -0.1], [0.0, -0.1, 0.3], [0.1, 0.1, -0.1], [0.1, -0.6, 0.2], [0.0, -0.2, -0.2], [0.0, 0.0, 0.0], [0.0, 0.0, 0.0], [-0.1, -0.1, -0.2], [0.0, 0.0, 0.0], [-0.2, 0.2, 0.0], [-0.1, 0.1, 0.0], [0.0, 0.0, 0.0], [0.0, 0.0, 0.0], [0.0, 0.0, 0.0], [0.3, 0.5, 0.0], [0.0, 0.1, 0.0], [-0.1, 0.0, 0.0], [0.0, 0.0, 0.0], [0.0, 0.1, 0.1], [0.0, -0.1, 0.0], [0.1, 0.0, 0.0], [0.4, -0.4, 0.3], [0.0, 0.0, 0.0], [0.0, 0.0, 0.1], [-0.1, 0.0, -0.1], [0.0, 0.1, 0.0], [0.1, 0.1, 0.0], [0.3, 0.1, -0.1], [-0.1, 0.0, 0.0], [-0.1, -0.1, 0.0], [0.0, 0.0, 0.0], [0.1, 0.5, 0.0], [-0.1, 0.0, -0.1], [0.1, 0.0, -0.2], [0.0, 0.0, 0.0], [0.4, 0.2, -0.1], [0.0, 0.0, 0.1], [-0.1, 0.2, -0.2], [0.1, 0.0, 0.0], [-0.2, -0.2, 0.1], [0.8, -0.4, 0.1], [0.0, 0.0, 0.0], [0.0, 0.0, 0.1], [0.0, 0.1, -0.1], [0.0, 0.0, 0.0], [0.0, 0.0, 0.0], [-0.2, 0.0, 0.0], [0.0, 0.0, 0.0], [-0.1, -0.1, -0.1], [-0.2, 0.1, 0.0], [-0.1, 0.1, 0.1], [0.0, 0.0, 0.0], [0.0, 0.0, 0.0], [0.0, -0.3, 0.0], [0.0, 0.1, -0.1], [0.0, 0.0, 0.0], [0.1, -0.1, 0.0], [0.0, 0.0, 0.0], [0.0, 0.0, 0.0], [0.0, 0.0, 0.0], [0.0, 0.0, 0.0]],
  "lowdin_charge": [-0.0939, 0.0925, -0.2224, 0.0969, 0.1163, -0.0108, 0.1295, -0.1414, -0.0340, 0.0865, 0.1060, -0.1410, 0.0160, 0.0749, 0.1216, -0.2098, -0.2386, 0.1012, -0.1596, -0.0484, -0.1425, -0.0429, 0.1219, 0.0741, -0.1442, 0.1167, 0.0784, -0.1326, -0.1197, -0.1628, -0.1363, 0.0676, 0.0856, 0.5253, 0.1230, 0.0058, 0.1407, 0.1069, 0.1116, 0.0976, -0.2587, -0.2450, 0.1060, 0.0848, 0.1241, -0.1272, 0.8284, 1.1228, 0.0851, -0.2337, -0.1138, 0.1595, -0.3457, -0.0961, 0.1414, 0.0615, 0.1250, -0.0997, 0.0739, 0.0891, 0.0646, -0.2342, 0.0770, -0.6238, 0.1186, -0.2757, -0.0760, -0.1274, -0.0626, -0.2336, 0.0852, 0.1230, 0.0751, -0.2556, -0.1015, -0.1355, -0.1421, 0.1258, 0.1233, -0.5725, -0.0230, -0.0744, -0.1357, 0.1163, 0.0849, 0.1073, 0.0749],
  "spin_multiplicity": 1,
  "de_lowest_kcal_mol": 87.63,
  "total_charge": 0
}


# 3
{
  "formula": "C3H9NO4",
  "method": "ωB97M-V with the def2-TZVPD basis set",
  "elements": ["H", "H", "O", "O", "N", "O", "H", "C", "H", "C", "H", "H", "O", "H", "C", "H", "H"],
  "positions_angstrom": [[-1.861644, 0.119574, 2.207520], [0.740840, -0.481536, -1.929255], [-0.385590, 2.003458, 1.169472], [-1.050047, -1.344827, -1.707724], [-0.503688, 0.331419, -0.322474], [2.294914, -2.018520, -0.762300], [1.656929, 2.820661, -0.404944], [0.145324, 1.414743, 0.253629], [-1.452761, 0.188443, -0.017947], [-0.196407, -0.575279, -1.360834], [-2.548514, -0.823296, 3.225982], [1.819481, 1.186602, -1.069346], [-2.223991, -0.773916, 2.309470], [2.978118, -2.565099, -0.338969], [1.535201, 1.753395, -0.187856], [2.198269, 1.519201, 0.640455], [1.414320, -2.298744, -0.528999]],
  "forces_ev_per_angstrom": [[-0.1, -0.1, 0.2], [0.1, 0.2, 0.6], [-0.4, 0.0, 0.0], [0.1, -0.6, 0.0], [0.5, -0.4, -0.8], [1.0, 0.4, -0.3], [-0.3, -0.2, 0.1], [0.3, -0.1, 0.4], [-0.2, -0.1, 0.3], [-0.6, 1.3, -0.2], [0.2, 0.1, -0.6], [0.3, 0.0, 0.0], [0.0, 0.2, 0.4], [-0.8, 0.1, -0.1], [0.1, 0.0, -0.5], [0.1, -0.1, 0.0], [-0.1, -0.7, 0.4]],
  "lowdin_charge": [0.0109, 0.1270, 0.0704, 0.0674, 0.1440, -0.0576, 0.0963, -0.5015, 0.1339, -0.3095, 0.0462, 0.0633, -0.0722, 0.0545, 0.0134, 0.0957, 0.0180],
  "spin_multiplicity": 1,
  "de_lowest_kcal_mol": 0.00,
  "smiles": "CC(=O)NC=O.O.O",
  "total_charge": 0
}


# 4
{
  "formula": "C2ClN5",
  "method": "ωB97M-V with the def2-TZVPD basis set",
  "elements": ["N", "N", "C", "C", "N", "N", "Cl", "N"],
  "positions_angstrom": [[0.097926, 1.949855, -0.033405], [0.980006, 1.099994, -0.090974], [1.275220, -1.271263, -0.024923], [-1.371670, 0.196321, 0.076828], [1.932370, -2.210518, 0.006319], [0.648188, -0.136082, 0.059101], [-2.377010, -1.057522, -0.040244], [-1.185034, 1.429212, 0.047295]],
  "forces_ev_per_angstrom": [[-0.6, 1.9, -0.3], [2.4, -1.9, 0.4], [1.4, 0.7, 0.1], [4.3, 2.5, -0.3], [0.2, -1.2, -0.2], [-5.0, 0.9, -0.2], [-0.5, -0.4, 0.2], [-2.2, -2.6, 0.3]],
  "lowdin_charge": [-0.0291, -0.0191, -0.3295, -0.6312, 0.1596, -0.0157, 0.8438, 0.0211],
  "spin_multiplicity": 1,
  "de_lowest_kcal_mol": 38.14,
  "total_charge": 0
}


| no. | highest occupied orbital energy (Ha) | HOMO-LUMO gap (Ha) |
| --- | --- | --- |
| 1 | -0.3249 | 0.35993 |
| 2 | -0.2513 | 0.17543 |
| 3 | -0.3820 | 0.40299 |
| 4 | -0.3774 | 0.34604 |